16
Properties=species:S:1:pos:R:3 method="wB97M-V/def2-TZVPD" orbital_gap_ev=8.2820 e_tot_ha=-267.70767 charge=0 relative_energy_kcal_mol=136.6
C -1.03 -0.15 -0.26
C 0.97 0.25 -1.20
C -0.06 0.40 0.55
N -2.13 -0.21 1.28
N 1.51 -1.06 -1.30
C 0.61 0.95 1.52
H 1.43 -1.49 -2.21
H -2.12 -1.07 1.83
H -3.04 0.23 1.31
H 2.44 -1.15 -0.93
H -0.96 -1.20 -0.52
H -1.62 0.52 -0.88
H 0.49 0.59 -2.12
H 1.69 1.02 -0.92
H 0.17 1.07 2.49
H 1.63 1.30 1.37

---

245
Properties=species:S:1:pos:R:3 method="wB97M-V/def2-TZVPD" orbital_gap_ev=8.0645 e_tot_ha=-5686.95882 charge=+5
C 1.04 0.56 -17.19
O 1.85 -0.50 -16.82
C 3.20 -0.17 -17.02
C 4.10 -1.42 -16.70
N 3.69 -1.78 -15.22
H 3.90 -0.91 -14.74
H 2.69 -1.92 -15.13
C 4.26 -3.09 -14.71
C 3.65 -3.40 -13.37
O 3.64 -2.33 -12.45
C 4.67 -2.36 -11.46
H 1.06 1.42 -16.51
H 0.06 0.10 -17.15
H 1.16 1.04 -18.16
H 3.58 0.74 -16.56
H 3.40 0.06 -18.07
H 5.17 -1.19 -16.70
H 3.91 -2.21 -17.43
H 5.33 -2.92 -14.87
H 3.92 -3.83 -15.43
H 3.97 -4.29 -12.82
H 2.61 -3.67 -13.56
H 4.23 -3.03 -10.72
H 4.91 -1.40 -11.00
H 5.59 -2.84 -11.80
C 1.61 0.97 -13.43
O 1.30 -0.33 -13.87
C 0.38 -1.06 -13.05
C -0.11 -2.38 -13.68
N -0.49 -2.21 -15.21
H -1.08 -1.39 -15.24
H 0.32 -1.94 -15.76
C -1.26 -3.47 -15.71
C -1.92 -3.15 -17.02
O -1.16 -2.34 -17.98
C -1.49 -2.17 -19.31
H 2.06 1.55 -14.24
H 2.19 1.00 -12.51
H 0.70 1.56 -13.30
H -0.49 -0.43 -12.92
H 0.82 -1.19 -12.06
H -1.06 -2.47 -13.16
H 0.49 -3.20 -13.29
H -1.97 -3.80 -14.95
H -0.58 -4.30 -15.88
H -2.89 -2.71 -16.78
H -2.09 -4.13 -17.46
H -1.03 -2.97 -19.88
H -1.17 -1.20 -19.69
H -2.57 -2.26 -19.45
C 5.35 -5.01 -1.55
O 5.25 -6.44 -1.39
C 6.41 -7.13 -0.84
C 6.49 -7.04 0.68
N 5.54 -8.09 1.32
H 5.87 -9.00 1.05
H 5.67 -7.96 2.32
C 4.03 -7.91 1.09
C 3.19 -8.70 2.12
O 3.86 -8.71 3.38
C 3.09 -9.12 4.49
H 4.48 -4.60 -2.07
H 6.22 -4.83 -2.18
H 5.45 -4.41 -0.65
H 7.28 -6.59 -1.22
H 6.56 -8.17 -1.14
H 6.18 -6.06 1.05
H 7.49 -7.35 0.96
H 3.88 -8.19 0.04
H 3.86 -6.84 1.18
H 3.05 -9.67 1.65
H 2.24 -8.17 2.18
H 2.29 -8.38 4.59
H 3.42 -9.03 5.53
H 2.61 -10.07 4.28
C 9.80 -9.90 -1.57
O 9.01 -10.27 -2.70
C 8.49 -9.22 -3.46
C 7.26 -9.52 -4.31
N 6.53 -10.83 -3.80
H 6.97 -11.60 -4.30
H 6.88 -10.89 -2.85
C 4.98 -10.93 -3.82
C 4.38 -10.90 -5.22
O 4.81 -9.76 -5.83
C 4.07 -9.30 -6.89
H 10.70 -9.44 -1.96
H 10.04 -10.88 -1.16
H 9.29 -9.29 -0.81
H 9.30 -8.88 -4.11
H 8.29 -8.38 -2.79
H 7.51 -9.55 -5.38
H 6.59 -8.67 -4.20
H 4.50 -10.16 -3.23
H 4.72 -11.82 -3.26
H 3.29 -10.93 -5.15
H 4.77 -11.72 -5.81
H 4.10 -10.04 -7.69
H 4.61 -8.47 -7.33
H 3.04 -9.04 -6.66
C -0.71 -4.83 -2.10
O -0.96 -6.23 -2.30
C -2.28 -6.64 -1.81
C -2.32 -8.15 -1.96
N -1.83 -8.69 -3.36
H -2.31 -8.52 -4.23
H -0.97 -8.18 -3.51
C -1.59 -10.20 -3.43
C -0.45 -10.63 -2.50
O 0.64 -9.65 -2.73
C 1.75 -9.92 -1.91
H 0.32 -4.56 -2.31
H -0.94 -4.47 -1.09
H -1.26 -4.25 -2.85
H -2.90 -6.07 -2.50
H -2.38 -6.32 -0.77
H -3.36 -8.48 -2.08
H -1.82 -8.78 -1.23
H -1.28 -10.38 -4.45
H -2.51 -10.71 -3.13
H -0.06 -11.60 -2.80
H -0.72 -10.83 -1.46
H 1.47 -10.11 -0.87
H 2.45 -9.09 -1.89
H 2.33 -10.80 -2.17
C -3.56 4.91 -5.77
O -3.51 4.08 -6.95
C -4.69 3.98 -7.70
C -4.31 3.70 -9.14
N -3.52 2.39 -9.07
H -2.77 2.33 -8.39
H -4.10 1.65 -8.71
C -2.86 2.01 -10.46
C -2.37 0.59 -10.48
O -1.38 0.39 -9.52
C -1.11 -0.91 -9.08
H -3.20 5.92 -5.97
H -2.85 4.50 -5.05
H -4.51 4.88 -5.22
H -5.28 4.89 -7.63
H -5.32 3.26 -7.18
H -3.59 4.50 -9.30
H -5.16 3.63 -9.81
H -2.02 2.69 -10.60
H -3.56 2.29 -11.24
H -1.79 0.45 -11.39
H -3.21 -0.10 -10.32
H -0.24 -0.81 -8.43
H -0.98 -1.65 -9.88
H -1.79 -1.41 -8.39
C 4.11 -6.51 -5.27
O 2.96 -6.07 -6.04
C 1.84 -5.57 -5.29
C 0.96 -4.80 -6.22
N 0.97 -5.45 -7.64
H 1.87 -5.83 -7.89
H 0.36 -6.26 -7.57
C 0.37 -4.51 -8.74
C 1.38 -3.48 -9.32
O 1.56 -2.42 -8.30
C 2.34 -1.27 -8.67
H 4.34 -5.95 -4.37
H 5.07 -6.59 -5.78
H 3.91 -7.53 -4.95
H 2.08 -4.83 -4.53
H 1.28 -6.34 -4.76
H 1.23 -3.75 -6.38
H -0.10 -4.78 -5.98
H -0.56 -4.14 -8.32
H 0.19 -5.24 -9.53
H 0.98 -2.95 -10.19
H 2.34 -3.92 -9.60
H 2.45 -0.60 -7.81
H 1.92 -0.83 -9.57
H 3.36 -1.59 -8.90
C -3.71 -4.40 -5.30
O -3.40 -3.05 -4.83
C -4.34 -2.10 -5.18
C -3.81 -0.79 -4.58
N -2.53 -0.26 -5.28
H -1.76 -0.77 -4.88
H -2.71 -0.51 -6.24
C -2.21 1.19 -4.96
C -0.98 1.60 -5.72
O -1.31 1.82 -7.10
C -0.30 2.55 -7.84
H -2.72 -4.82 -5.13
H -4.04 -4.54 -6.33
H -4.44 -4.73 -4.56
H -5.29 -2.32 -4.70
H -4.56 -2.05 -6.25
H -3.48 -0.88 -3.55
H -4.61 -0.04 -4.60
H -2.18 1.15 -3.87
H -3.13 1.64 -5.35
H -0.08 0.99 -5.71
H -0.71 2.59 -5.35
H 0.46 1.92 -8.31
H 0.34 3.30 -7.38
H -0.83 3.05 -8.65
C 6.48 -3.35 -7.33
O 5.32 -2.78 -6.86
C 5.10 -2.89 -5.42
C 3.95 -1.89 -5.19
N 4.35 -0.40 -5.55
H 5.11 -0.03 -5.00
H 4.73 -0.29 -6.49
C 3.24 0.60 -5.23
C 3.50 1.93 -5.91
O 3.79 1.52 -7.21
C 3.59 2.51 -8.18
H 7.29 -2.62 -7.44
H 6.25 -3.76 -8.31
H 6.82 -4.22 -6.75
H 5.94 -2.59 -4.79
H 4.83 -3.90 -5.10
H 3.74 -1.76 -4.12
H 3.01 -2.15 -5.68
H 3.28 0.75 -4.15
H 2.28 0.14 -5.48
H 4.40 2.44 -5.57
H 2.65 2.58 -5.72
H 2.56 2.78 -8.38
H 3.90 2.14 -9.16
H 4.12 3.46 -8.08
B 2.56 -7.93 -10.26
F 3.80 -7.57 -9.81
F 2.69 -9.19 -10.74
F 1.72 -7.96 -9.12
F 2.15 -7.10 -11.23
B -2.54 -4.26 -11.66
F -3.05 -3.82 -12.84
F -2.42 -3.20 -10.79
F -3.42 -5.14 -11.06
F -1.32 -4.81 -11.76
B 0.53 -1.78 -4.31
F 0.96 -1.69 -5.60
F -0.79 -2.29 -4.28
F 1.43 -2.47 -3.47
F 0.41 -0.49 -3.91
B -1.29 -7.92 -6.74
F -2.35 -7.54 -5.94
F -1.41 -9.22 -7.19
F -1.34 -7.19 -7.85
F -0.11 -7.83 -6.02

---

17
Properties=species:S:1:pos:R:3 method="wB97M-V/def2-TZVPD" orbital_gap_ev=9.7880 e_tot_ha=-724.02358 charge=0 relative_energy_kcal_mol=60.4 smiles="C=C(CC)N(S)C=O"
C -0.39 -1.62 -0.99
C 0.03 -0.49 -0.48
C 1.45 -0.09 -0.18
C 1.58 0.11 1.32
N -1.08 0.44 -0.14
S -2.55 -0.02 0.62
C -0.96 1.80 -0.34
O 0.14 2.29 -0.67
H -1.47 -1.72 -1.33
H 0.15 -2.66 -1.02
H 1.92 -1.02 -0.38
H 1.71 0.70 -0.85
H 0.81 0.88 1.64
H 2.55 0.37 1.65
H 1.47 -0.91 1.78
H -3.29 -0.34 -0.42
H -2.07 2.30 -0.22

---

55
Properties=species:S:1:pos:R:3 method="wB97M-V/def2-TZVPD" orbital_gap_ev=5.0418 e_tot_ha=-4413.99472 charge=-1
C -5.21 3.39 -3.32
C -3.87 3.36 -2.60
N -3.65 2.10 -1.88
Ga -1.85 1.45 -1.94
Cl -1.92 -0.79 -1.51
I -0.71 1.74 -4.27
H -5.21 4.21 -4.03
H -5.33 2.46 -3.86
H -6.03 3.56 -2.64
H -3.11 3.48 -3.37
H -3.81 4.23 -1.96
H -3.82 2.29 -0.90
H -0.94 2.18 -0.87
C 1.85 -2.07 2.19
C 3.14 -2.39 2.16
C 3.85 -2.74 0.89
O 5.04 -3.01 0.96
C 3.09 -2.75 -0.35
C 1.79 -2.42 -0.33
C 1.08 -2.06 0.95
O -0.10 -1.81 0.87
O 1.04 -2.38 -1.41
O 3.91 -2.44 3.25
H 1.33 -1.82 3.10
H 3.61 -3.00 -1.26
H 0.15 -2.05 -1.16
H 4.80 -2.69 2.94
C 1.81 4.74 -2.17
C 2.80 5.53 -2.60
C 2.68 7.02 -2.62
O 3.64 7.67 -3.02
C 1.44 7.63 -2.17
C 0.44 6.85 -1.74
C 0.57 5.35 -1.70
O -0.37 4.72 -1.27
O -0.72 7.32 -1.32
O 3.96 5.05 -3.05
H 1.87 3.66 -2.15
H 1.36 8.71 -2.21
H -1.25 6.53 -1.07
H 4.49 5.84 -3.30
C -0.77 -4.75 3.40
C 0.21 -5.54 2.93
C 0.19 -7.03 3.12
O 1.11 -7.68 2.65
C -0.92 -7.62 3.85
C -1.89 -6.83 4.32
C -1.88 -5.34 4.12
O -2.82 -4.71 4.57
O -2.94 -7.29 5.00
O 1.26 -5.08 2.27
H -0.76 -3.68 3.26
H -0.92 -8.69 4.00
H -3.48 -6.51 5.21
H 1.80 -5.86 2.04

---

> Which of these has the highest charge?

C54H144B4F16N9O18

---

> What is the charge in the third record?

0

---

> The highest charge belongs to which entry?

C54H144B4F16N9O18

---

> Look up the charge of the second one.

+5